{
  "formula": "C2H4N4O2",
  "method": "the ωB97M-V functional and the def2-TZVPD basis",
  "lumo_energy_ev": 0.324,
  "gap_ev": 9.0,
  "e_homo_ha": -0.31879,
  "smiles": "N/N=c1/ncn(O)o1",
  "molar_mass_g_mol": 116.1,
  "e_above_lowest_kcal_mol": 94.3,
  "symbols": ["C", "C", "H", "H", "H", "H", "N", "N", "N", "N", "O", "O"],
  "coordinates": [[0.31, -0.78, -0.33], [1.48, 0.47, 0.95], [-1.73, -0.72, -1.48], [-1.53, -2.34, -2.08], [2.22, 0.92, 1.67], [-0.47, 2.81, 1.38], [-1.46, -1.72, -1.28], [-0.09, -1.83, -0.93], [1.63, -0.62, 0.31], [0.10, 1.08, 1.03], [0.10, 2.44, 0.71], [-0.57, 0.29, 0.05]]
}